Formula: H24O12
Source: the OMol25 dataset
Level of theory: ωB97M-V with the def2-TZVPD basis set

Each line ends with the Löwdin charge.
Atoms and positions in Å:
O -2.2984 1.0380 2.2474  -0.035
H -2.6669 1.4651 3.0288  0.071
H -2.9942 0.4437 1.9431  0.080
O 2.6816 0.2875 2.4504  -0.066
H 1.7523 0.1536 2.6963  -0.027
H 2.6819 0.3289 1.4884  0.024
O 0.0853 -2.1728 1.7347  -0.050
H 0.2641 -1.6264 2.5127  0.009
H 0.2332 -3.0793 2.0224  0.070
O 0.1964 -0.0880 3.5938  -0.046
H -0.6983 0.0601 3.2514  0.034
H 0.1371 0.0964 4.5370  0.084
O -0.6597 3.0414 1.0350  -0.051
H -1.0426 2.2062 1.3437  -0.010
H -0.5309 3.5570 1.8359  0.042
O -1.2547 2.1309 -3.2076  -0.053
H -1.5678 1.2416 -3.3918  0.016
H -0.5718 2.0126 -2.5363  -0.007
O -0.0599 0.1313 -0.1247  -0.028
H -0.4737 -0.3704 -0.8373  0.025
H -0.1546 -0.4333 0.6478  0.018
O 2.7786 -0.0776 -1.6820  -0.059
H 3.1053 0.2808 -2.5131  0.050
H 2.1674 0.5972 -1.3504  -0.007
O 1.1307 2.2683 -1.1693  -0.071
H 1.4242 3.0440 -0.6845  0.058
H 0.4289 1.8685 -0.6295  -0.007
O -2.2913 -1.3479 -1.9190  -0.071
H -1.5434 -1.9623 -1.8337  -0.024
H -2.5024 -1.3458 -2.8568  0.035
O -0.3918 -3.2340 -0.9917  -0.078
H 0.3116 -2.9263 -1.5847  0.006
H -0.2211 -2.7850 -0.1478  0.006
O 0.5545 -1.6913 -2.7253  -0.050
H 0.7576 -2.1106 -3.5660  0.076
H 1.2330 -1.0022 -2.6173  0.036

Force components x, y, z for each atom (eV/Å):
0.032 -0.343 0.489
-0.084 0.119 -0.077
0.062 -0.002 -0.224
-0.121 -0.032 -0.086
0.376 0.188 -0.054
0.059 -0.033 -0.009
-0.129 -0.114 0.068
0.162 -0.060 0.152
0.018 -0.007 -0.059
-0.574 -0.091 0.163
-0.076 0.261 -0.146
0.196 -0.069 0.008
0.066 -0.043 0.155
-0.069 0.123 -0.194
0.060 0.065 -0.037
0.013 -0.081 -0.052
-0.064 -0.065 0.061
0.128 0.224 -0.019
-0.093 0.001 0.027
-0.289 -0.006 -0.136
0.070 -0.189 -0.025
-0.222 -0.392 -0.348
0.163 0.184 0.106
-0.047 0.437 0.099
0.083 -0.191 -0.362
-0.182 0.039 0.035
0.241 0.140 0.274
-0.058 0.297 -0.030
-0.121 -0.352 0.142
-0.010 0.019 0.027
-0.185 -0.320 0.677
-0.061 0.088 0.221
0.001 -0.180 -0.228
0.421 0.505 -0.812
-0.013 0.016 -0.156
0.247 -0.139 0.349

Summary:
Max |F|   0.020 hartree/bohr
2S+1   1
Net charge   0
Electronic energy   -24960.754 eV
ΔE to the lowest compared entry with this formula, charge and spin   90.74 kJ/mol
Structure (SMILES)   O.O.O.O.O.O.O.O.O.O.O.O